No. 1
This record from the OMol25 dataset describes a molecular structure, C28H39BF4MoN3P2. The level of theory is ωB97M-V/def2-TZVPD.

Each line ends with the Löwdin charge.
CARTESIAN COORDINATES (ANGSTROEM)
Mo  -0.09  0.22  0.18  1.243
C  -1.22  4.83  -0.95  -0.019
C  -0.20  3.97  -0.17  -0.354
C  1.19  4.61  -0.26  -0.045
C  -0.27  2.58  -0.70  -0.223
C  -1.50  1.85  -0.64  -0.125
C  -1.76  0.79  -1.52  -0.088
C  -0.74  0.27  -2.33  -0.309
C  -1.05  -0.53  -3.54  -0.016
C  0.59  0.71  -2.04  -0.126
C  0.79  1.93  -1.35  -0.082
H  -1.19  5.84  -0.56  0.099
H  -2.23  4.46  -0.84  0.081
H  -0.97  4.86  -2.00  0.101
H  -0.50  3.95  0.89  0.141
H  1.55  4.63  -1.29  0.094
H  1.91  4.09  0.37  0.071
H  1.14  5.64  0.09  0.101
H  -2.33  2.32  -0.11  0.148
H  -2.79  0.50  -1.72  0.143
H  -1.79  -1.32  -3.36  0.097
H  -0.17  -0.95  -4.02  0.091
H  -1.51  0.16  -4.26  0.124
H  1.40  0.36  -2.68  0.139
H  1.75  2.43  -1.45  0.129
C  -2.10  -0.39  3.28  -0.207
P  -1.78  -0.96  1.59  0.822
C  -3.45  -0.98  0.86  -0.219
C  -1.39  -2.75  1.74  -0.372
C  -0.83  -3.29  0.43  -0.371
P  0.46  -2.20  -0.33  0.833
C  2.05  -2.81  0.33  -0.227
C  0.56  -2.91  -2.01  -0.224
H  -2.83  -1.05  3.75  0.076
H  -2.50  0.62  3.23  0.065
H  -1.18  -0.35  3.86  0.046
H  -4.11  -1.53  1.52  0.071
H  -3.46  -1.46  -0.12  0.050
H  -3.83  0.03  0.77  0.058
H  -2.30  -3.29  2.01  0.107
H  -0.68  -2.90  2.56  0.083
H  -1.64  -3.38  -0.31  0.092
H  -0.41  -4.30  0.56  0.109
H  2.18  -3.85  0.04  0.067
H  2.12  -2.75  1.42  0.028
H  2.86  -2.22  -0.10  0.063
H  0.92  -3.94  -1.92  0.072
H  1.26  -2.35  -2.62  0.056
H  -0.41  -2.93  -2.49  0.044
F  -1.11  2.96  3.73  0.304
B  0.10  2.54  3.51  -1.039
F  0.55  1.46  4.12  0.248
F  0.97  3.27  2.86  0.270
F  -0.40  1.45  1.80  -0.420
N  5.17  -0.26  5.36  0.212
C  6.21  0.34  6.02  -0.139
C  7.10  -0.10  6.97  0.074
C  8.08  0.80  7.41  0.047
C  8.22  2.07  6.84  -0.003
C  7.36  2.51  5.85  0.086
C  6.36  1.62  5.40  -0.148
N  5.48  1.72  4.40  0.233
C  4.74  0.61  4.39  -0.191
C  3.67  0.40  3.45  -0.088
C  3.57  1.24  2.33  0.060
C  2.58  1.02  1.40  -0.074
N  1.64  0.06  1.51  -0.081
C  1.70  -0.69  2.62  -0.142
C  2.68  -0.58  3.58  0.043
H  4.83  -1.20  5.53  0.184
H  7.09  -1.12  7.32  0.139
H  8.74  0.50  8.21  0.143
H  8.99  2.72  7.21  0.134
H  7.41  3.51  5.47  0.142
H  4.28  2.04  2.21  0.136
H  2.51  1.67  0.54  0.105
H  0.91  -1.42  2.76  0.096
H  2.63  -1.22  4.45  0.133

Values from the calculation:
Spin multiplicity: 3
Total charge: +3
Energy above the lowest of the compared OMol25 structures with the same formula, charge and spin: 1.1565 eV
HOMO (spin up / spin down): -16.78 / -16.38 eV

No. 2
This record from the OMol25 dataset describes C4H4O3 in the gas phase. The level of theory is ωB97M-V/def2-TZVPD.

Each line ends with the Löwdin charge.
CARTESIAN COORDINATES (ANGSTROEM)
C  -1.74  0.28  -0.48  0.011
C  -0.97  -0.80  0.22  -0.448
O  -1.32  -1.91  0.46  0.172
C  1.10  0.09  -0.23  0.051
O  0.33  -0.41  0.70  0.023
C  2.46  0.32  0.33  -0.270
O  2.82  1.41  0.72  0.048
H  -2.72  0.34  -0.02  0.100
H  -1.87  -0.01  -1.53  0.104
H  -1.23  1.24  -0.44  0.082
H  3.15  -0.55  0.26  0.126

Values from the calculation:
Spin multiplicity: 1
Total charge: 0
Energy above the lowest of the compared OMol25 structures with the same formula, charge and spin: 3.3037 eV
HOMO: -9.40 eV

No. 3
This record from the OMol25 dataset describes a molecular structure, C22H23F5N3O2SV. The level of theory is ωB97M-V/def2-TZVPD.

Each line ends with the Löwdin charge.
CARTESIAN COORDINATES (ANGSTROEM)
V  0.94  0.25  0.19  0.791
C  2.58  -1.22  3.33  -0.059
C  1.17  -1.45  2.77  -0.735
C  0.13  -0.90  3.77  -0.059
C  0.94  -2.95  2.56  -0.067
N  1.04  -0.77  1.52  -0.141
H  2.71  -1.75  4.28  0.078
H  2.76  -0.16  3.49  0.066
H  3.32  -1.59  2.62  0.076
H  0.22  -1.40  4.73  0.077
H  -0.87  -1.06  3.37  0.072
H  0.29  0.17  3.91  0.073
H  1.03  -3.50  3.50  0.077
H  1.67  -3.34  1.85  0.076
H  -0.06  -3.11  2.15  0.065
F  2.46  2.04  -1.96  0.017
C  2.76  2.59  -0.74  -0.250
C  2.22  2.02  0.39  -0.052
C  2.57  2.65  1.57  -0.248
F  2.07  2.21  2.74  0.054
C  3.42  3.74  1.63  -0.154
F  3.74  4.31  2.80  0.104
C  3.95  4.25  0.46  -0.148
F  4.78  5.31  0.49  0.111
C  3.62  3.67  -0.75  -0.160
F  4.13  4.16  -1.89  0.100
S  2.66  -2.35  -3.30  1.094
C  2.36  -1.01  -2.27  -0.415
N  1.32  -1.10  -1.50  -0.035
C  0.68  -2.32  -1.67  -0.298
C  -0.44  -2.76  -0.97  -0.014
C  -0.96  -4.00  -1.26  -0.071
C  -0.37  -4.82  -2.23  -0.082
C  0.75  -4.41  -2.93  -0.085
C  1.27  -3.15  -2.63  -0.463
H  2.99  -0.13  -2.29  0.080
H  -0.86  -2.13  -0.19  0.101
H  -1.82  -4.36  -0.72  0.106
H  -0.79  -5.79  -2.44  0.105
H  1.21  -5.04  -3.67  0.110
O  -2.26  0.95  0.76  0.150
C  -1.84  1.47  -0.36  -0.463
O  -0.71  1.29  -0.79  0.011
C  -2.85  2.33  -1.11  -0.220
N  -4.09  2.41  -0.33  -0.031
C  -5.21  1.91  -1.15  -0.186
C  -4.54  0.93  -2.09  -0.161
C  -3.24  1.66  -2.45  -0.112
H  -2.38  3.30  -1.28  0.164
H  -4.26  3.34  0.04  0.129
H  -3.20  1.29  0.84  0.118
H  -5.69  2.72  -1.71  0.118
H  -5.97  1.45  -0.51  0.114
H  -5.15  0.71  -2.97  0.114
H  -4.32  0.00  -1.58  0.118
H  -3.43  2.43  -3.19  0.121
H  -2.45  1.02  -2.82  0.121

Values from the calculation:
Spin multiplicity: 3
Total charge: 0
Energy above the lowest of the compared OMol25 structures with the same formula, charge and spin: 0.0000 eV
HOMO (spin up / spin down): -6.53 / -7.91 eV

No. 4
This record from the OMol25 dataset describes a molecular structure, C34H40KN7O3P. The level of theory is ωB97M-V/def2-TZVPD.

Each line ends with the Löwdin charge.
CARTESIAN COORDINATES (ANGSTROEM)
K  -0.11  0.49  0.00  0.465
C  -1.52  2.04  5.20  -0.069
N  -1.27  0.85  4.38  -0.175
C  -0.42  -0.13  5.06  -0.066
C  -1.14  1.00  3.00  -0.409
N  -0.16  0.53  2.34  0.123
N  -2.21  1.68  2.43  0.167
C  -2.60  2.05  1.17  -0.471
N  -3.80  2.69  1.18  0.136
N  -1.99  1.87  0.06  -0.049
H  -1.66  1.77  6.25  0.080
H  -2.43  2.56  4.89  0.071
H  -0.68  2.74  5.13  0.091
H  -0.79  -0.33  6.07  0.081
H  0.61  0.23  5.13  0.089
H  -0.42  -1.09  4.52  0.092
H  0.54  0.02  2.67  -0.035
H  -3.01  1.62  3.05  0.131
H  -3.86  3.41  1.89  0.092
H  -4.03  3.08  0.27  0.097
H  -2.32  2.11  -0.77  -0.055
C  -2.78  1.35  -2.52  -0.072
C  -1.56  2.24  -2.80  -0.285
C  -1.25  3.13  -1.58  -0.198
C  -0.32  1.45  -3.26  -0.415
C  -0.40  0.95  -4.70  -0.152
O  0.15  -0.29  -4.67  -0.031
C  0.27  -0.68  -3.36  -0.091
N  -0.08  0.40  -2.56  0.083
C  0.75  -2.15  -3.17  -0.083
C  1.00  -2.91  -4.32  -0.045
C  1.43  -4.24  -4.26  -0.088
C  1.62  -4.85  -3.02  -0.092
C  1.39  -4.13  -1.86  -0.104
C  0.96  -2.79  -1.90  -0.179
P  0.69  -1.96  -0.10  1.039
C  -0.67  -3.02  0.27  -0.455
C  -1.91  -3.00  -0.38  -0.172
C  -2.94  -3.84  0.07  -0.110
C  -2.73  -4.68  1.16  -0.123
C  -1.49  -4.69  1.81  -0.125
C  -0.46  -3.86  1.36  -0.124
C  2.34  -1.97  0.51  -0.404
C  3.52  -2.30  -0.18  -0.061
C  4.74  -2.32  0.51  -0.076
C  4.79  -2.00  1.87  -0.099
C  3.62  -1.66  2.55  -0.076
C  2.39  -1.65  1.87  -0.122
H  -3.65  1.98  -2.24  0.089
H  -2.57  0.65  -1.68  0.037
H  -3.05  0.75  -3.41  0.084
H  -1.80  2.95  -3.61  0.141
H  -1.02  2.56  -0.68  -0.040
H  -2.13  3.77  -1.36  0.120
H  -0.40  3.81  -1.81  0.116
H  0.59  2.08  -3.18  0.172
H  0.13  1.64  -5.39  0.136
H  -1.46  0.83  -5.05  0.128
H  0.86  -2.49  -5.31  0.107
H  1.61  -4.80  -5.17  0.091
H  1.95  -5.88  -2.97  0.097
H  1.55  -4.62  -0.90  0.109
H  -2.08  -2.35  -1.23  0.050
H  -3.90  -3.83  -0.43  0.090
H  -3.53  -5.32  1.51  0.082
H  -1.33  -5.34  2.66  0.078
H  0.49  -3.88  1.87  0.089
H  3.51  -2.54  -1.23  0.099
H  5.65  -2.57  -0.02  0.094
H  5.73  -2.01  2.39  0.089
H  3.65  -1.42  3.60  0.092
H  1.49  -1.39  2.41  0.074
O  4.11  1.72  0.00  -0.057
C  2.84  1.59  0.00  -0.574
O  2.22  0.48  0.00  -0.187
C  2.01  2.88  0.00  -0.129
C  2.66  4.12  0.00  -0.017
C  1.92  5.30  0.00  -0.077
C  0.54  5.23  0.00  -0.069
C  -0.05  3.98  0.00  -0.233
N  0.64  2.82  0.00  0.033
H  3.75  4.15  0.00  0.106
H  2.43  6.26  0.00  0.095
H  -0.07  6.12  0.00  0.097
H  -1.13  3.86  0.00  0.083
H  -1.94  -0.84  0.00  -0.024

Values from the calculation:
Spin multiplicity: 1
Total charge: -1
HOMO (spin up / spin down): -1.93 / -1.93 eV

Values of F_max, in order: 0.03574 0.01537 0.01400 0.24777, all in Eh/bohr.